1.
This record from the Open Molecules 2025 dataset describes C10H10CaF13IO5S2 as an isolated structure. The level of theory is ωB97M-V/def2-TZVPD.

```
42
Properties=species:S:1:pos:R:3
O -1.25 1.06 -5.86
S -1.88 0.38 -4.77
O -2.69 -0.78 -4.97
O -2.78 1.41 -3.95
C -2.14 2.63 -3.55
I -3.45 3.51 -2.11
C -0.76 2.41 -2.92
O 0.23 2.68 -3.91
C -0.68 0.98 -2.35
C 0.53 0.91 -1.39
C 0.72 -0.51 -0.80
C 1.31 -0.58 0.59
F 1.88 0.66 1.04
F 2.48 -1.35 0.62
C 0.31 -1.09 1.67
F -0.84 -0.45 1.52
F 0.17 -2.38 1.37
C 0.83 -0.90 3.14
F 2.09 -1.43 3.17
F 0.95 0.44 3.33
C -0.15 -1.48 4.23
F -1.11 -0.56 4.34
F -0.70 -2.59 3.77
S 0.62 -1.81 5.95
F -0.32 -0.75 6.64
F 1.68 -0.64 5.65
F 1.58 -2.86 5.23
F -0.43 -2.93 6.22
F 1.33 -2.10 7.30
C -0.59 -0.02 -3.51
O -0.85 -1.33 -3.06
H -2.08 3.31 -4.39
H -0.66 3.12 -2.10
H 1.07 2.87 -3.49
H -1.58 0.79 -1.76
H 0.35 1.65 -0.61
H 1.43 1.17 -1.96
H -0.24 -1.03 -0.81
H 1.39 -1.09 -1.45
H 0.37 0.07 -4.03
H -0.19 -1.95 -3.40
Ca 4.05 0.56 1.37
```

For the highest occupied orbital energy, the calculation gives -0.512 Eh. The calculation puts the electronic energy at -104286.45530 eV. The calculation puts the gap between HOMO and LUMO at 3.654 eV. The charge is +2.


2.
This record from the Open Molecules 2025 dataset describes a 5-piece molecular cluster, C10H10Cl13F2N3O3SSi overall. The level of theory is ωB97M-V/def2-TZVPD.

```
43
Properties=species:S:1:pos:R:3
O 1.37 -2.14 0.95
C 1.29 -0.90 1.45
F 2.25 -0.54 2.56
N 0.36 0.20 1.00
C -1.10 -0.13 1.23
O -1.70 -1.30 1.02
F -1.94 1.00 1.78
Si 0.65 0.72 -0.70
Cl -1.16 0.94 -1.86
C 1.61 2.38 -0.80
C 3.24 2.25 -0.88
S 3.93 2.00 -2.62
C 3.65 0.15 -2.97
N 4.12 -0.83 -1.92
N 3.74 -2.07 -2.43
C 3.05 -1.89 -3.79
O 2.98 -0.44 -4.15
H 1.39 -0.39 -1.36
H 1.37 3.02 0.18
H 1.16 3.01 -1.70
H 3.68 3.29 -0.50
H 3.71 1.42 -0.19
H 2.57 -2.70 -4.50
C 0.50 2.31 3.81
Cl 0.77 1.37 5.29
Cl -0.42 3.78 4.17
Cl 2.05 2.71 3.05
H -0.08 1.70 3.12
C -0.97 -2.08 -4.79
Cl -0.61 -0.40 -5.20
Cl 0.34 -3.15 -5.33
Cl -1.25 -2.26 -3.05
H -1.89 -2.37 -5.32
C -4.87 -1.44 -0.13
Cl -4.52 0.20 -0.70
Cl -6.47 -1.97 -0.69
Cl -3.62 -2.58 -0.67
H -4.88 -1.43 0.97
C -2.97 -0.26 5.18
Cl -2.10 1.26 4.88
Cl -3.32 -1.09 3.66
Cl -2.03 -1.30 6.27
H -3.91 -0.01 5.67
```

Its SMILES is O=C(F)N(C(=O)F)[Si@@H](Cl)CCSc1nnco1.ClC(Cl)Cl.ClC(Cl)Cl.ClC(Cl)Cl.ClC(Cl)Cl. For the highest occupied orbital energy, the calculation gives -0.334 Eh. The calculation puts the electronic energy at -208077.04339 eV. The calculation puts the gap between HOMO and LUMO at 7.887 eV. The charge is 0.


3.
This record from the Open Molecules 2025 dataset describes an isolated ion of composition C10H10ClN2O and charge +1. The level of theory is ωB97M-V/def2-TZVPD.

```
24
Properties=species:S:1:pos:R:3
C 3.66 -1.01 0.32
C 2.65 -2.00 0.27
C 3.28 0.29 0.29
C 1.37 -1.66 0.02
C 1.99 0.66 0.01
C 0.99 -0.32 0.03
C -0.93 0.88 -0.84
C -2.13 1.86 0.96
C -2.27 0.25 -1.30
C -3.00 -0.19 -0.10
N -1.20 1.88 0.17
N -3.07 0.69 0.87
O -0.39 -0.20 -0.06
Cl -3.68 -1.71 0.08
H 4.71 -1.36 0.30
H 3.07 -3.01 0.25
H 4.10 1.10 0.33
H 0.43 -2.39 0.06
H 1.74 1.72 0.17
H -0.34 1.27 -1.63
H -2.38 2.35 1.88
H -2.81 1.07 -1.81
H -2.04 -0.59 -1.96
H -3.75 0.41 1.70
```

Its SMILES is ClC1=[NH+]C=N[C@@H](Oc2ccccc2)C1. For the highest occupied orbital energy, the calculation gives -0.435 Eh. The calculation puts the electronic energy at -28073.21351 eV. The calculation puts the gap between HOMO and LUMO at 6.513 eV. The charge is +1. For the relative energy (zero: lowest compared OMol25 entry of this formula, charge and spin), the calculation gives 128.8 kJ/mol.


4.
This record from the Open Molecules 2025 dataset describes an isolated molecule of C10H10ClNO. The level of theory is ωB97M-V/def2-TZVPD.

```
23
Properties=species:S:1:pos:R:3
C -0.24 -4.94 0.24
C -0.28 -3.72 -0.25
C 0.93 -2.87 -0.50
N 0.79 -1.56 0.11
C 0.67 -0.43 -0.61
O 0.75 -0.40 -1.82
C 0.49 0.80 0.23
C -0.62 1.62 0.07
C -0.77 2.77 0.83
C 0.21 3.12 1.74
C 1.32 2.31 1.91
C 1.46 1.15 1.16
H 2.33 0.53 1.28
H 2.09 2.58 2.63
H 0.10 4.02 2.32
H -1.64 3.39 0.69
Cl -1.86 1.18 -1.05
H 0.66 -1.53 1.11
H 1.03 -2.68 -1.57
H 1.83 -3.36 -0.13
H -1.23 -3.25 -0.50
H -1.13 -5.53 0.40
H 0.69 -5.42 0.49
```

Its SMILES is C=CCNC(=O)c1ccccc1Cl. For the highest occupied orbital energy, the calculation gives -0.343 Eh. The calculation puts the electronic energy at -26592.16940 eV. The calculation puts the gap between HOMO and LUMO at 10.136 eV. The charge is 0. For the relative energy (zero: lowest compared OMol25 entry of this formula, charge and spin), the calculation gives 0.0 kJ/mol.


5.
This record from the Open Molecules 2025 dataset describes an isolated molecule of C10H10ClP. The level of theory is ωB97M-V/def2-TZVPD.

```
22
Properties=species:S:1:pos:R:3
C 1.34 2.65 1.53
C 2.00 1.42 1.78
C 0.25 2.72 0.64
C 1.51 0.30 1.14
C -0.28 1.59 0.02
C 0.34 0.37 0.34
C 0.52 -3.07 0.48
C -0.24 -0.78 -0.17
C -1.25 -1.06 -1.13
C -1.05 -2.45 -1.74
P -1.02 -3.56 -0.27
Cl -0.55 -5.29 -1.32
H 1.78 3.60 1.97
H 2.83 1.22 2.46
H -0.01 3.74 0.48
H 1.99 -0.72 1.26
H -1.14 1.46 -0.57
H 0.40 -2.70 1.48
H -2.27 -1.35 -0.59
H -1.23 -0.19 -1.84
H -1.84 -2.75 -2.57
H -0.24 -2.63 -2.35
```

For the highest occupied orbital energy (alpha / beta), the calculation gives -0.282 / -0.249 Eh. The calculation puts the electronic energy at -32336.15844 eV. The calculation puts the gap between HOMO and LUMO (alpha / beta) at 6.165 / 4.634 eV. The charge is 0. For the relative energy (zero: lowest compared OMol25 entry of this formula, charge and spin), the calculation gives 518.3 kJ/mol.


6.
This record from the Open Molecules 2025 dataset describes an isolated molecule of C10H10ClPS. The level of theory is ωB97M-V/def2-TZVPD.

```
23
Properties=species:S:1:pos:R:3
C -3.36 0.48 -0.52
C -3.20 -0.52 0.47
C 2.82 1.27 0.34
C 3.06 0.19 -0.45
C -2.18 0.75 -1.12
C -1.92 -0.87 0.64
C 1.70 1.01 1.16
C 2.15 -0.85 -0.05
C -1.12 -0.15 -0.49
C 1.46 -0.44 1.13
P -0.09 1.32 0.09
S -0.99 2.45 1.24
Cl 0.48 1.94 -1.73
H -4.36 1.02 -0.75
H -3.95 -1.00 1.03
H 3.19 2.24 0.01
H 3.74 0.17 -1.31
H -2.00 1.31 -2.12
H -1.47 -1.52 1.34
H 1.62 1.58 1.98
H 2.20 -1.87 -0.43
H -0.47 -0.70 -1.23
H 0.82 -1.03 1.78
```

Its SMILES is S=P(Cl)(C1C=CC=C1)C1C=CC=C1. For the highest occupied orbital energy, the calculation gives -0.307 Eh. The calculation puts the electronic energy at -43175.97741 eV. The calculation puts the gap between HOMO and LUMO at 7.992 eV. The charge is 0. For the relative energy (zero: lowest compared OMol25 entry of this formula, charge and spin), the calculation gives 77.2 kJ/mol.


7.
This record from the Open Molecules 2025 dataset describes C10H10F6N3O6S4ScTe4 as an isolated structure. The level of theory is ωB97M-V/def2-TZVPD.

```
44
Properties=species:S:1:pos:R:3
Sc 0.08 -0.69 -0.03
C 2.67 0.72 1.71
O 1.82 0.97 0.60
C 2.10 2.19 -0.06
C 2.87 1.92 -1.33
O 2.04 1.13 -2.13
C 2.71 0.56 -3.25
H 2.47 1.45 2.50
H 3.72 0.77 1.40
H 2.47 -0.28 2.08
H 2.64 2.86 0.61
H 1.14 2.66 -0.32
H 3.81 1.41 -1.11
H 3.09 2.88 -1.83
H 3.06 1.36 -3.92
H 1.99 -0.07 -3.77
H 3.54 -0.06 -2.92
Te 0.52 -2.00 -2.13
Te 1.59 -3.40 -4.16
Te 4.55 -3.19 -1.36
Te 2.44 -1.84 -0.37
F -0.09 2.24 3.04
C -0.70 1.04 3.19
F 0.31 0.15 3.36
F -1.37 1.07 4.35
S -1.95 0.70 1.75
O -0.86 0.79 0.70
O -2.69 1.85 2.21
N -2.12 -0.83 2.37
S -1.41 -1.99 1.69
O -1.85 -2.46 0.40
O 0.06 -1.85 1.62
C -1.75 -3.34 2.90
F -3.06 -3.58 2.92
F -1.11 -4.44 2.54
F -1.35 -3.00 4.13
S -3.65 0.29 0.31
C -3.11 0.21 -1.35
S -1.60 -0.50 -1.83
C -4.04 0.60 -2.31
C -3.77 0.51 -3.70
N -3.55 0.47 -4.83
C -5.31 1.14 -1.95
N -6.34 1.60 -1.69
```

For the highest occupied orbital energy, the calculation gives -0.043 Eh. The calculation puts the electronic energy at -136805.52065 eV. The calculation puts the gap between HOMO and LUMO at 5.041 eV. The charge is -2. For the relative energy (zero: lowest compared OMol25 entry of this formula, charge and spin), the calculation gives 695.9 kJ/mol.


8.
This record from the Open Molecules 2025 dataset describes a 2-piece molecular cluster, C10H10FN overall. The level of theory is ωB97M-V/def2-TZVPD.

```
22
Properties=species:S:1:pos:R:3
C -2.74 -0.29 1.20
C -1.60 -0.33 0.88
C -0.49 0.28 -3.34
C 0.67 0.98 -3.43
C -0.82 -0.30 -2.11
C 1.53 1.20 -2.33
C -0.06 0.10 -1.02
C 0.62 -0.63 2.69
C 0.90 -0.11 1.23
C -0.27 -0.15 0.35
N 1.18 0.78 -1.17
F -0.59 -2.67 -0.22
H -3.75 -0.59 1.55
H -1.13 0.25 -4.23
H 0.94 1.52 -4.36
H -1.59 -0.93 -2.02
H 2.59 1.41 -2.33
H 1.42 -0.74 3.37
H 0.05 -1.52 2.77
H 0.05 0.14 3.10
H 1.10 0.91 1.41
H 1.70 -0.51 0.63
```

For the highest occupied orbital energy (alpha / beta), the calculation gives -0.314 / -0.330 Eh. The calculation puts the electronic energy at -14733.58091 eV. The calculation puts the gap between HOMO and LUMO (alpha / beta) at 6.232 / 6.707 eV. The charge is 0. For the relative energy (zero: lowest compared OMol25 entry of this formula, charge and spin), the calculation gives 488.2 kJ/mol.


9.
This record from the Open Molecules 2025 dataset describes an isolated ion of composition C10H10N and charge +1. The level of theory is ωB97M-V/def2-TZVPD.

```
21
Properties=species:S:1:pos:R:3
C 2.17 1.57 -0.01
C 3.11 0.52 0.23
C 0.91 1.38 -0.38
C 2.59 -0.74 0.26
C 0.30 0.12 -0.26
C 1.18 -1.00 0.04
C -1.02 -0.16 -0.21
C -1.84 -1.22 0.17
C 0.65 -2.23 -0.15
C -2.37 0.14 -0.55
N -3.24 0.74 0.46
H 2.45 2.67 -0.04
H 4.11 0.74 0.39
H 0.35 2.22 -0.82
H 3.16 -1.76 0.49
H -0.37 -2.29 -0.54
H 1.27 -3.08 0.14
H -2.95 0.10 -1.40
H -3.72 -0.09 0.78
H -3.93 1.39 0.08
H -2.82 0.98 1.31
```

For the highest occupied orbital energy (alpha / beta), the calculation gives -0.457 / -0.457 Eh. The calculation puts the electronic energy at -12008.99876 eV. The calculation puts the gap between HOMO and LUMO (alpha / beta) at 7.023 / 7.025 eV. The charge is +1. For the relative energy (zero: lowest compared OMol25 entry of this formula, charge and spin), the calculation gives 722.4 kJ/mol.